No. 1
16
Properties=species:S:1:pos:R:3 method="wB97M-V/def2-TZVPD" homo_ev=-8.2 de_lowest_ev=4.182 spin_multiplicity=1 max_force_ev_per_a=0.36
C 1.387 -0.095 -0.353
C 0.962 -1.438 0.255
C -0.955 -0.172 -1.187
C -1.750 0.186 0.058
C -0.702 1.204 0.548
C 0.146 0.760 -0.669
H 2.055 0.454 0.324
H 1.940 -0.269 -1.282
H 1.774 -2.166 0.297
H 0.558 -1.313 1.267
H 0.169 -1.874 -0.371
H -2.724 0.584 -0.253
H -1.970 -0.667 0.711
H -0.255 1.016 1.531
H -1.038 2.244 0.516
H 0.402 1.545 -1.392

No. 2
18
Properties=species:S:1:pos:R:3 method="wB97M-V/def2-TZVPD" charge=+1 homo_ev=-14.2 de_lowest_ev=1.016 spin_multiplicity=1 smiles="CC[NH+]=[PH2]CN" max_force_ev_per_a=0.46
C 2.297 -1.119 -0.067
C 1.840 0.333 0.070
N 0.474 0.552 -0.504
P -0.766 1.131 0.382
C -2.324 0.336 -0.025
N -2.124 -1.089 0.098
H 1.551 -1.715 -0.593
H 2.456 -1.582 0.906
H 3.228 -1.196 -0.625
H 2.514 1.019 -0.440
H 1.818 0.643 1.116
H 0.507 0.913 -1.450
H -0.435 0.860 1.707
H -0.973 2.516 0.298
H -2.689 0.727 -0.986
H -3.017 0.700 0.743
H -2.966 -1.608 -0.113
H -1.391 -1.421 -0.517

No. 3
105
Properties=species:S:1:pos:R:3 method="wB97M-V/def2-TZVPD" charge=+2 homo_ev=-13.2 de_lowest_ev=0.970 spin_multiplicity=1 max_force_ev_per_a=1.15
Y -2.169 -1.802 0.127
N -1.393 -0.133 1.378
S -0.236 0.542 1.959
N 0.600 1.539 0.945
S 1.846 1.156 0.117
N 1.917 -0.110 -0.771
S 0.694 -0.665 -1.729
N -0.315 -1.504 -1.097
C 0.052 0.780 -2.555
C 0.685 1.350 -3.651
C 0.139 2.490 -4.221
C -1.018 3.049 -3.694
C -1.632 2.478 -2.588
C -1.097 1.336 -2.012
C 1.642 -1.495 -2.970
C 0.918 -1.956 -4.063
C 1.567 -2.705 -5.030
C 2.918 -2.999 -4.887
C 3.625 -2.545 -3.782
C 2.989 -1.785 -2.811
C 2.180 2.621 -0.821
C 3.329 2.591 -1.604
C 3.679 3.726 -2.313
C 2.885 4.866 -2.234
C 1.740 4.874 -1.451
C 1.378 3.745 -0.729
C 3.279 1.011 1.147
C 4.160 -0.048 1.027
C 5.286 -0.065 1.840
C 5.513 0.965 2.739
C 4.615 2.023 2.844
C 3.487 2.052 2.045
C -0.663 1.693 3.235
C -1.414 1.160 4.278
C -1.849 2.001 5.288
C -1.548 3.357 5.240
C -0.809 3.876 4.188
C -0.356 3.042 3.174
C 1.004 -0.495 2.704
C 1.719 -0.090 3.826
C 2.702 -0.926 4.329
C 2.963 -2.145 3.717
C 2.244 -2.534 2.595
C 1.258 -1.708 2.079
H 1.582 0.908 -4.065
H 0.614 2.936 -5.085
H -1.441 3.936 -4.149
H -2.528 2.920 -2.170
H -1.553 0.901 -1.131
H -0.141 -1.742 -4.153
H 1.019 -3.064 -5.890
H 3.422 -3.586 -5.643
H 4.676 -2.778 -3.677
H 3.531 -1.416 -1.953
H 3.941 1.699 -1.653
H 4.573 3.726 -2.921
H 3.166 5.754 -2.784
H 1.127 5.763 -1.395
H 0.488 3.732 -0.116
H 3.962 -0.846 0.327
H 5.986 -0.887 1.766
H 6.397 0.949 3.362
H 4.798 2.825 3.546
H 2.780 2.870 2.118
H -1.657 0.104 4.296
H -2.426 1.600 6.110
H -1.894 4.012 6.028
H -0.581 4.933 4.154
H 0.226 3.435 2.353
H 1.513 0.857 4.306
H 3.259 -0.627 5.207
H 3.726 -2.797 4.122
H 2.444 -3.488 2.124
H 0.694 -2.009 1.207
N -0.467 -4.253 0.020
N -0.842 -5.240 0.924
C -1.403 -4.888 2.095
N -1.795 -5.887 2.885
S -1.561 -3.279 2.594
H -1.096 -4.268 -0.766
H 0.455 -4.431 -0.363
H -0.907 -6.195 0.599
H -1.692 -6.856 2.632
H -2.257 -5.664 3.750
C -5.681 2.344 -2.340
C -5.432 1.456 -1.156
C -6.213 1.533 -0.002
C -5.983 0.679 1.061
C -4.946 -0.225 0.929
Br -4.569 -1.498 2.278
N -4.173 -0.311 -0.138
C -4.424 0.508 -1.169
H -6.697 2.215 -2.713
H -4.994 2.118 -3.155
H -5.564 3.395 -2.072
H -7.019 2.254 0.057
H -6.590 0.701 1.954
H -3.800 0.369 -2.044
F -3.253 -3.844 -0.331
Te -3.231 -3.891 -2.382
F -1.410 -4.014 -2.820
F -5.036 -4.190 -2.138
F -3.582 -4.076 -4.171
F -2.955 -5.672 -1.977
O -3.097 -2.119 -2.090

No. 4
17
Properties=species:S:1:pos:R:3 method="wB97M-V/def2-TZVPD" charge=+1 homo_ev=-12.5 de_lowest_ev=0.567 spin_multiplicity=1 max_force_ev_per_a=3.57
C 0.334 2.101 -0.471
C -0.024 2.200 0.986
C 0.359 1.016 -1.286
C 0.335 1.537 2.047
C 0.293 -0.433 -1.083
C -0.721 -1.069 -0.483
N -0.754 -2.559 -0.498
Br 1.434 0.038 2.043
Br -2.265 -0.382 0.369
H 0.643 3.140 -0.722
H -0.566 3.163 1.280
H 0.796 1.163 -2.228
H 0.418 1.898 3.124
H 0.926 -1.068 -1.712
H 0.060 -2.924 0.042
H -0.763 -2.966 -1.450
H -1.580 -3.228 -0.144

No. 5
14
Properties=species:S:1:pos:R:3 method="wB97M-V/def2-TZVPD" homo_ev=-7.8 de_lowest_ev=5.874 spin_multiplicity=1 smiles="[H]/N=c1/cc(O)[nH]n1N" max_force_ev_per_a=12.59
C -1.252 0.074 0.142
C -0.509 1.235 0.233
C 0.743 0.804 -0.171
H 2.495 -1.740 0.260
H 1.647 -0.516 1.276
H -0.973 -1.906 -0.466
H -2.894 0.815 0.414
H -0.930 2.174 0.722
H 2.677 0.585 -0.484
N 1.478 -1.343 0.471
N 0.679 -0.644 -0.503
N -0.724 -0.957 -0.164
N 2.044 1.267 -0.149
O -2.532 -0.043 -0.065

No. 6
8
Properties=species:S:1:pos:R:3 method="wB97M-V/def2-TZVPD" homo_ev=-10.5 de_lowest_ev=2.642 spin_multiplicity=1 smiles="O=[SiH2].N" max_force_ev_per_a=3.66
N -2.615 -0.658 -1.086
O 2.674 -0.637 0.788
Si 1.637 0.211 0.097
H -2.806 -0.891 -2.002
H -2.388 -1.473 -0.487
H -3.629 -0.432 -0.874
H 0.563 0.797 0.758
H 1.453 0.111 -1.392

No. 7
17
Properties=species:S:1:pos:R:3 method="wB97M-V/def2-TZVPD" homo_ev=-8.4 de_lowest_ev=4.553 spin_multiplicity=1 smiles="C=C/C=C/CC=C" max_force_ev_per_a=5.24
C 0.767 1.409 -1.727
C 0.524 2.260 -2.735
C -0.196 1.169 -0.578
C -0.196 -0.232 -0.110
C -0.020 -0.685 1.081
C -0.248 -2.136 1.421
C -0.664 -2.450 2.671
H 1.724 1.328 -1.263
H 1.261 2.533 -3.379
H -0.600 2.358 -2.871
H -0.079 1.983 0.263
H -1.240 1.412 -0.935
H -0.231 -0.933 -1.005
H 0.597 0.001 1.836
H 0.126 -2.843 0.660
H -1.426 -1.973 3.387
H -0.099 -3.202 3.284

Repeat the second record exactly.
18
Properties=species:S:1:pos:R:3 method="wB97M-V/def2-TZVPD" charge=+1 homo_ev=-14.2 de_lowest_ev=1.016 spin_multiplicity=1 smiles="CC[NH+]=[PH2]CN" max_force_ev_per_a=0.46
C 2.297 -1.119 -0.067
C 1.840 0.333 0.070
N 0.474 0.552 -0.504
P -0.766 1.131 0.382
C -2.324 0.336 -0.025
N -2.124 -1.089 0.098
H 1.551 -1.715 -0.593
H 2.456 -1.582 0.906
H 3.228 -1.196 -0.625
H 2.514 1.019 -0.440
H 1.818 0.643 1.116
H 0.507 0.913 -1.450
H -0.435 0.860 1.707
H -0.973 2.516 0.298
H -2.689 0.727 -0.986
H -3.017 0.700 0.743
H -2.966 -1.608 -0.113
H -1.391 -1.421 -0.517